23
Properties=species:S:1:pos:R:3 method="wB97M-V/def2-TZVPD" orbital_gap_ev="7.69 / 5.91" largest_force_ev_per_a=4.4 de_lowest_kj_mol=484.85
S 3.810 0.302 -0.485
N -1.516 2.858 -0.757
N -0.430 1.244 0.248
C 0.281 0.121 0.251
C 2.532 0.948 -1.252
C 1.165 -0.135 1.503
C -1.446 -1.467 -0.315
C -0.087 -0.965 -0.687
C -1.008 3.335 0.370
C -1.206 1.611 -0.799
C -0.297 2.385 0.982
H 1.775 0.765 1.555
H 0.247 2.422 1.969
H 1.811 -1.041 1.261
H -1.354 -2.324 0.397
H 0.616 -0.401 2.379
H -1.873 -1.964 -1.087
H -0.111 -0.501 -1.657
H -0.896 4.451 0.564
H -1.496 0.866 -1.651
H 2.646 1.422 -2.188
H -2.068 -0.636 0.044
H 0.618 -1.704 -0.713

=====

23
Properties=species:S:1:pos:R:3 method="wB97M-V/def2-TZVPD" orbital_gap_ev=8.24 largest_force_ev_per_a=4.0 total_charge=+1 de_lowest_kj_mol=562.20
N 1.078 -1.670 -0.005
N 2.933 0.179 -0.505
N 0.669 0.024 -0.403
C 3.609 -0.505 0.292
C -3.115 0.188 -0.220
C 0.045 -2.359 -0.069
C -0.613 0.331 -0.645
C 1.811 2.186 -0.149
C 1.719 0.741 -0.416
C -1.693 0.103 0.155
C -4.134 -0.184 0.592
H 1.399 2.512 0.800
H 1.427 2.773 -0.947
H -1.531 -0.437 1.132
H 2.957 2.435 0.006
H -5.190 -0.231 0.170
H -3.381 0.410 -1.165
H 0.073 -3.369 0.305
H -4.077 -0.255 1.631
H -0.764 0.627 -1.614
H -1.036 -2.032 -0.365
H 3.257 -0.459 1.279
H 4.558 -1.009 0.140

=====

24
Properties=species:S:1:pos:R:3 method="wB97M-V/def2-TZVPD" orbital_gap_ev=8.66 largest_force_ev_per_a=4.3 total_charge=+1 de_lowest_kj_mol=267.86
O 0.606 -0.784 -2.864
N 0.111 -0.492 2.867
N -1.928 0.715 0.627
N -0.207 -0.932 1.603
C 1.425 1.369 -2.155
C 0.778 0.015 -1.805
C 0.787 0.680 2.685
C 0.822 1.021 1.363
C 0.118 0.018 0.658
C 0.042 -0.511 -0.691
C -0.532 -1.750 -1.160
C -0.175 -1.875 -2.450
H 1.224 1.209 3.500
H 2.428 0.842 -2.035
H 1.427 2.143 -1.392
H 1.098 1.968 0.813
H 0.290 -1.120 3.623
H -1.273 -2.318 -0.621
H -0.786 -1.707 1.436
H -0.507 -2.611 -3.031
H -2.581 1.154 -0.121
H -1.949 1.388 1.364
H 1.234 1.671 -3.170
H -2.451 -0.092 0.957

=====

24
Properties=species:S:1:pos:R:3 method="wB97M-V/def2-TZVPD" smiles="C[C@@]1(N)CNC=[N+]1c1cccs1" orbital_gap_ev=8.96 largest_force_ev_per_a=4.6 total_charge=+1 de_lowest_kj_mol=148.49
S 2.581 -1.427 -0.095
N -1.316 1.046 0.990
N -1.966 -1.953 0.358
N -0.035 -0.769 0.130
C 1.919 1.008 0.244
C -1.156 0.249 -0.147
C 3.826 -0.253 0.073
C -1.116 1.084 -1.403
C 1.358 -0.218 0.045
C 3.349 0.995 0.245
C -0.666 -1.901 0.527
C -2.476 -0.656 -0.101
H -2.479 -2.730 0.569
H -1.016 2.011 1.201
H 0.035 -2.778 0.933
H -3.029 -0.730 -1.055
H -0.309 1.644 -1.648
H -1.994 1.640 -1.565
H -1.209 0.257 -2.097
H -3.039 -0.266 0.731
H 3.908 1.890 0.253
H 4.809 -0.463 -0.068
H -1.304 0.438 1.829
H 1.324 1.881 0.050

=====

24
Properties=species:S:1:pos:R:3 method="wB97M-V/def2-TZVPD" smiles="CN1CC[N@@H+](C)/C1=N/C#CC=S" orbital_gap_ev=7.49 largest_force_ev_per_a=4.7 total_charge=+1 de_lowest_kj_mol=463.15
S 4.823 0.442 -0.487
N -0.209 0.937 0.702
N 0.291 -1.477 0.652
N -1.756 -0.687 -0.030
C -0.278 -0.393 0.500
C -2.056 0.682 -0.652
C -1.271 1.745 0.066
C 0.978 1.642 1.077
C 4.012 -0.955 -0.291
C 1.618 -1.505 0.645
C 2.706 -1.067 0.199
C -1.797 -1.875 -0.926
H -1.446 -1.623 -1.907
H -3.150 0.886 -0.536
H -1.731 0.565 -1.655
H -2.312 -0.708 0.824
H -0.892 2.560 -0.508
H 1.797 0.908 1.315
H -0.994 -2.677 -0.595
H -2.828 -2.303 -0.893
H 4.487 -1.939 -0.704
H 0.889 2.194 2.046
H 1.075 2.365 0.314
H -1.956 2.283 0.844

=====

24
Properties=species:S:1:pos:R:3 method="wB97M-V/def2-TZVPD" orbital_gap_ev="7.21 / 7.26" largest_force_ev_per_a=3.2 total_charge=+2 de_lowest_kj_mol=458.77
N 2.674 0.274 -0.401
N 1.502 0.542 0.247
N -1.358 -0.185 -0.172
N -2.470 0.599 -0.041
C -2.332 1.977 0.213
C -3.586 -0.119 -0.177
C 1.648 0.185 1.480
C 2.794 0.547 -1.777
C 3.590 -0.216 0.437
C 2.993 -0.313 1.688
C -3.206 -1.431 -0.430
C -1.757 -1.390 -0.418
H 3.010 1.615 -1.945
H 3.429 -0.631 2.618
H 1.840 0.354 -2.277
H -1.422 2.351 -0.264
H -4.572 0.305 -0.104
H -3.215 2.530 -0.114
H 3.609 -0.024 -2.225
H -1.082 -2.211 -0.563
H -2.215 2.170 1.291
H 4.586 -0.481 0.134
H 0.876 0.293 2.217
H -3.828 -2.295 -0.573